Below is C6H6INOS in the gas phase, with properties calculated with ωB97M-V/def2-TZVPD.

Geometry (Å):
C  2.119  1.204  -0.219
C  1.481  0.865  1.025
C  1.430  0.805  -1.340
C  0.337  0.092  1.060
C  0.385  -0.070  -1.357
C  -0.266  -0.366  -0.104
N  -1.683  -1.957  1.264
O  -2.143  -1.826  -1.339
S  -1.776  -1.244  -0.069
I  -3.338  0.711  0.122
H  2.796  2.081  -0.073
H  1.826  1.354  1.903
H  1.562  1.301  -2.242
H  -0.271  -0.010  1.927
H  -0.037  -0.479  -2.266
H  -2.422  -2.461  1.708

Summary:
- HOMO level (spin up / spin down) (hartree) = -0.2427 / -0.3516
- orbital gap (spin up / spin down) (eV) = 6.937 / 5.838
- calculated total energy (Ha) = -1057.9181
- energy above the lowest of the compared OMol25 structures with the same formula, charge and spin (kJ/mol) = 146.59
- spin multiplicity = 3

---

Below is a molecular structure, C34H43Cl2NO2STi, with properties calculated with ωB97M-V/def2-TZVPD.

Geometry (Å):
Ti  -2.478  -0.167  -0.385
C  3.256  -0.157  4.472
C  3.322  -0.811  3.082
C  3.859  -2.248  3.205
C  4.275  -0.006  2.200
C  1.921  -0.861  2.500
C  1.572  -0.242  1.346
C  0.225  -0.339  0.886
N  -0.338  0.197  -0.186
C  0.164  0.968  -1.182
C  1.515  1.232  -1.497
C  1.801  2.100  -2.516
C  0.717  2.685  -3.214
C  -0.634  2.447  -2.989
C  -0.893  1.553  -1.954
O  -2.115  1.144  -1.578
C  -1.663  3.144  -3.887
C  -1.416  2.689  -5.335
C  -3.120  2.837  -3.532
C  -1.460  4.663  -3.778
C  3.224  2.438  -2.944
C  4.260  1.738  -2.065
C  3.423  1.989  -4.400
C  3.430  3.956  -2.833
C  -0.766  -1.055  1.686
O  -1.974  -1.051  1.203
C  -0.414  -1.699  2.891
C  0.910  -1.591  3.231
C  -1.441  -2.467  3.723
C  -2.543  -1.511  4.205
C  -2.049  -3.590  2.868
C  -0.786  -3.099  4.952
H  4.255  -0.136  4.908
H  2.892  0.870  4.405
H  2.613  -0.705  5.162
H  4.861  -2.219  3.632
H  3.248  -2.871  3.859
H  3.919  -2.730  2.228
H  5.269  -0.014  2.647
H  4.364  -0.436  1.200
H  3.967  1.039  2.117
H  2.295  0.345  0.811
H  2.311  0.716  -0.991
H  0.964  3.362  -4.021
H  -1.549  1.610  -5.437
H  -2.128  3.182  -5.997
H  -0.414  2.944  -5.682
H  -3.359  1.781  -3.653
H  -3.370  3.149  -2.518
H  -3.759  3.398  -4.214
H  -0.457  4.974  -4.072
H  -2.164  5.170  -4.439
H  -1.640  5.012  -2.760
H  4.200  0.650  -2.149
H  5.259  2.030  -2.389
H  4.161  2.024  -1.015
H  3.283  0.911  -4.501
H  2.732  2.488  -5.081
H  4.435  2.232  -4.724
H  3.292  4.299  -1.806
H  4.446  4.207  -3.141
H  2.750  4.517  -3.475
H  1.232  -2.071  4.144
H  -3.109  -1.083  3.379
H  -3.242  -2.060  4.837
H  -2.125  -0.698  4.801
H  -2.596  -3.199  2.011
H  -1.276  -4.273  2.509
H  -2.747  -4.165  3.478
H  -0.353  -2.350  5.617
H  -1.546  -3.635  5.520
H  -0.014  -3.822  4.679
Cl  -4.920  -0.233  -0.124
C  -4.743  -1.991  0.059
C  -5.594  -2.616  0.949
C  -5.479  -3.988  1.100
C  -4.510  -4.698  0.406
C  -3.643  -4.043  -0.451
Cl  -2.429  -4.932  -1.277
C  -3.750  -2.661  -0.664
S  -2.709  -1.842  -1.835
H  -6.339  -2.050  1.490
H  -6.153  -4.508  1.766
H  -4.417  -5.768  0.529

Summary:
- charge = +2
- HOMO level (spin up / spin down) (hartree) = -0.5221 / -0.5222
- orbital gap (spin up / spin down) (eV) = 5.359 / 5.361
- calculated total energy (Ha) = -3694.2275
- energy above the lowest of the compared OMol25 structures with the same formula, charge and spin (kJ/mol) = 0.00
- spin multiplicity = 1

---

Below is C4H10O2 in the gas phase, with properties calculated with ωB97M-V/def2-TZVPD.

Geometry (Å):
C  -1.705  -0.751  0.174
C  -0.469  0.130  -0.105
C  0.705  -0.592  -0.798
O  1.498  0.410  -1.503
C  0.128  0.813  1.145
O  1.480  1.161  0.912
H  -2.070  -1.231  -0.744
H  -1.524  -1.544  0.911
H  -2.541  -0.149  0.558
H  -0.793  0.912  -0.802
H  0.370  -1.295  -1.559
H  1.278  -1.129  -0.023
H  2.439  0.177  -1.545
H  -0.460  1.700  1.435
H  0.091  0.123  2.006
H  1.573  1.266  -0.062

Summary:
- HOMO level (hartree) = -0.3593
- orbital gap (eV) = 10.667
- calculated total energy (Ha) = -308.8591
- energy above the lowest of the compared OMol25 structures with the same formula, charge and spin (kJ/mol) = 102.49
- spin multiplicity = 1
- SMILES = CC(CO)CO

---

Below is 2 unconnected molecules or ions with the total composition H3OPS, with properties calculated with ωB97M-V/def2-TZVPD.

Geometry (Å):
O  1.338  -0.784  0.312
P  -2.042  -0.915  -0.064
S  2.710  -0.532  -0.318
H  -2.945  -1.387  -0.956
H  -1.097  -1.133  -1.085
H  2.238  0.572  -0.963

Summary:
- HOMO level (spin up / spin down) (hartree) = -0.3549 / -0.3197
- orbital gap (spin up / spin down) (eV) = 8.702 / 7.325
- calculated total energy (Ha) = -816.4383
- energy above the lowest of the compared OMol25 structures with the same formula, charge and spin (kJ/mol) = 378.16
- spin multiplicity = 1

---

Below is 23 unconnected molecules or ions with the total composition C6H58NO27S, with properties calculated with ωB97M-V/def2-TZVPD.

Geometry (Å):
C  25.677  37.748  39.869
O  26.121  37.286  41.186
C  25.376  36.171  41.694
C  25.858  36.080  43.071
N  25.202  34.923  43.764
H  24.319  35.302  43.728
H  25.099  34.151  42.979
C  25.625  34.461  44.997
C  26.955  33.766  45.025
O  27.173  33.178  46.379
C  28.386  32.455  46.476
H  24.606  38.014  39.712
H  25.913  36.986  39.072
H  26.366  38.639  39.633
H  25.794  35.377  41.160
H  24.220  36.351  41.543
H  25.662  37.074  43.700
H  26.942  35.835  42.785
H  24.895  33.701  45.300
H  25.605  35.238  45.759
H  27.940  34.275  44.789
H  26.996  32.788  44.444
H  28.609  31.611  45.765
H  28.356  32.003  47.414
H  29.189  33.178  46.252
S  21.604  36.203  42.890
O  21.507  37.726  42.878
O  22.731  35.866  43.817
O  20.341  35.796  43.363
O  21.741  35.774  41.562
O  27.450  34.500  38.749
H  28.064  34.490  37.918
H  26.461  34.496  38.629
O  22.465  33.990  45.751
H  22.424  34.559  44.933
H  23.101  34.330  46.283
O  30.908  34.449  45.076
H  31.596  33.938  44.545
H  31.158  34.040  45.988
O  23.406  34.207  40.190
H  22.917  34.991  40.639
H  23.482  33.622  41.006
O  25.118  32.689  42.163
H  24.564  32.016  42.516
H  25.689  32.257  41.524
O  29.798  36.840  44.616
H  30.332  36.035  44.854
H  30.278  37.512  45.105
O  27.574  30.656  49.401
H  26.578  30.687  49.014
H  27.402  30.209  50.159
O  22.459  39.824  39.092
H  22.789  40.055  38.313
H  21.577  39.192  38.812
O  31.890  33.131  47.429
H  31.957  32.229  47.483
H  32.784  33.427  47.167
O  28.362  31.156  42.784
H  27.630  30.749  42.429
H  28.863  30.457  43.426
O  27.080  39.262  45.899
H  27.494  38.325  45.830
H  26.377  39.381  45.244
O  29.574  32.712  49.914
H  28.794  32.418  49.623
H  29.138  33.495  50.262
O  24.422  33.612  47.840
H  25.278  33.760  48.246
H  24.091  32.730  48.039
O  23.164  39.490  42.036
H  22.674  38.693  42.511
H  23.070  39.323  41.131
O  23.140  37.302  45.853
H  22.883  36.917  45.098
H  22.842  38.164  45.790
O  27.879  29.015  47.126
H  27.872  29.476  48.038
H  28.770  28.811  46.884
O  26.925  34.065  48.838
H  27.222  34.930  48.867
H  26.773  33.887  47.866
O  27.755  40.804  38.129
H  27.181  40.460  37.494
H  28.082  40.233  38.855
O  29.201  39.094  39.392
H  28.644  39.034  40.230
H  29.803  39.811  39.398
O  24.736  34.910  37.815
H  24.583  34.578  38.632
H  24.050  35.162  37.389
O  25.631  39.599  43.435
H  24.852  39.408  43.000
H  25.987  39.007  42.748

Summary:
- charge = -1
- HOMO level (hartree) = -0.1695
- orbital gap (eV) = 5.525
- calculated total energy (Ha) = -2747.6117
- energy above the lowest of the compared OMol25 structures with the same formula, charge and spin (kJ/mol) = 59.54
- spin multiplicity = 1

---

Below is 4 unconnected molecules or ions with the total composition H6IO3, with properties calculated with ωB97M-V/def2-TZVPD.

Geometry (Å):
I  22.201  9.675  -23.156
O  21.983  11.537  -20.135
H  21.551  10.706  -19.852
H  22.057  11.242  -21.081
O  22.937  7.988  -20.245
H  22.996  7.114  -20.681
H  23.019  8.523  -21.001
O  19.858  12.487  -22.517
H  20.659  11.958  -22.664
H  19.159  11.965  -22.864

Summary:
- charge = -1
- HOMO level (hartree) = -0.1632
- orbital gap (eV) = 8.030
- calculated total energy (Ha) = -527.1189
- energy above the lowest of the compared OMol25 structures with the same formula, charge and spin (kJ/mol) = 33.30
- spin multiplicity = 1

---

> Number 3 is which compound?

C4H10O2